{
  "formula": "C42H48N9O3SV",
  "method": "ωB97M-V with the def2-TZVPD basis set",
  "elements": ["V", "C", "C", "C", "C", "C", "N", "C", "C", "C", "N", "C", "C", "C", "C", "C", "C", "C", "C", "N", "C", "C", "C", "N", "C", "C", "C", "C", "O", "C", "O", "H", "H", "H", "H", "H", "H", "H", "H", "H", "H", "H", "H", "H", "H", "H", "H", "H", "H", "H", "H", "H", "H", "H", "H", "H", "H", "H", "H", "C", "C", "N", "N", "C", "O", "C", "C", "C", "C", "C", "C", "C", "C", "C", "C", "C", "N", "H", "H", "H", "H", "H", "H", "H", "H", "H", "H", "H", "H", "S", "C", "N", "C", "C", "C", "N", "H", "H", "H", "H", "H", "H", "H", "H"],
  "coordinates": [[-1.389, 0.122, 19.618], [-8.811, 1.700, 19.922], [-7.440, 2.095, 19.678], [-7.145, 3.457, 20.064], [-5.925, 3.971, 19.693], [-5.667, 5.339, 20.022], [-4.388, 5.728, 20.119], [-3.783, 6.659, 21.027], [-2.477, 6.193, 21.620], [-2.511, 4.822, 22.333], [-3.038, 4.868, 23.664], [-3.219, 3.772, 24.431], [-2.897, 2.382, 24.198], [-2.704, 1.777, 25.463], [-2.571, 0.383, 25.644], [-2.375, -0.297, 26.995], [-2.720, -0.394, 24.490], [-2.782, 0.154, 23.215], [-2.603, -0.870, 22.268], [-2.395, -0.894, 20.954], [-2.731, -2.254, 20.390], [-2.558, -2.418, 18.885], [-3.030, -1.200, 17.997], [-3.077, 0.211, 18.492], [-4.240, 0.509, 19.090], [-5.164, 1.614, 18.947], [-6.490, 1.243, 19.098], [-4.873, 3.041, 19.134], [-3.789, 3.530, 18.766], [-3.036, 1.589, 22.941], [-3.363, 2.063, 21.846], [-9.095, 2.122, 20.930], [-8.909, 0.627, 20.074], [-9.556, 1.953, 19.132], [-7.896, 4.037, 20.575], [-6.452, 6.084, 20.171], [-3.773, 4.962, 19.743], [-4.449, 6.894, 21.897], [-3.531, 7.619, 20.509], [-2.100, 6.981, 22.281], [-1.735, 6.104, 20.822], [-1.474, 4.394, 22.394], [-3.134, 4.134, 21.699], [-3.671, 5.657, 23.884], [-3.528, 3.941, 25.472], [-2.489, 2.468, 26.315], [-2.986, 0.185, 27.756], [-1.345, -0.164, 27.397], [-2.622, -1.368, 27.022], [-2.510, -1.472, 24.599], [-2.631, -1.860, 22.734], [-3.828, -2.425, 20.611], [-2.175, -3.144, 20.891], [-3.183, -3.262, 18.537], [-1.482, -2.786, 18.680], [-4.044, -1.434, 17.746], [-2.408, -1.191, 17.071], [-4.651, -0.236, 19.810], [-6.780, 0.219, 18.889], [2.260, -2.054, 20.229], [1.077, -1.371, 19.542], [0.350, -0.511, 20.281], [0.711, -0.333, 21.538], [1.640, 0.577, 21.719], [2.217, 1.204, 20.802], [2.007, 0.881, 23.109], [1.555, 0.118, 24.178], [2.260, 0.126, 25.435], [3.312, 1.048, 25.551], [3.593, 1.940, 24.544], [2.975, 1.851, 23.302], [0.868, -1.283, 18.133], [1.875, -1.594, 17.195], [1.884, -1.007, 15.923], [0.847, -0.100, 15.637], [-0.232, 0.004, 16.545], [-0.279, -0.533, 17.749], [2.995, -1.241, 20.461], [2.770, -2.755, 19.526], [1.883, -2.539, 21.157], [0.753, -0.598, 24.065], [2.047, -0.607, 26.179], [3.966, 1.000, 26.443], [4.345, 2.710, 24.690], [3.391, 2.442, 22.505], [2.624, -2.343, 17.520], [2.753, -1.064, 15.228], [0.964, 0.499, 14.748], [-1.044, 0.614, 16.188], [-1.010, 2.206, 20.051], [-0.170, 2.865, 18.700], [1.142, 2.717, 18.694], [2.070, 3.313, 17.727], [1.278, 3.981, 16.519], [0.014, 4.611, 17.035], [-0.787, 3.652, 17.794], [1.546, 2.108, 19.424], [2.779, 2.521, 17.358], [2.737, 4.033, 18.284], [1.017, 3.205, 15.806], [1.896, 4.703, 16.015], [-0.579, 4.999, 16.183], [0.272, 5.495, 17.736], [-1.783, 3.858, 18.009]],
  "s2": 1.03,
  "total_charge": 3,
  "homo_lumo_gap_ev": [4.796, 5.894],
  "spin_multiplicity": 2,
  "energy_ha": -3688.91186,
  "lumo_energy_ev": [-9.918, -8.930]
}


{
  "formula": "C18H20AuCl2FN3O3",
  "method": "ωB97M-V with the def2-TZVPD basis set",
  "elements": ["Au", "F", "C", "C", "C", "C", "O", "C", "C", "N", "C", "C", "C", "C", "C", "C", "N", "C", "C", "N", "C", "C", "C", "O", "O", "H", "H", "H", "H", "H", "H", "H", "H", "H", "H", "H", "H", "H", "H", "H", "H", "H", "H", "Cl", "C", "Cl", "H", "H"],
  "coordinates": [[5.484, 0.642, 0.656], [0.080, -3.252, -0.578], [0.081, -1.964, -0.233], [1.258, -1.315, -0.097], [1.276, 0.073, 0.156], [2.514, 0.774, 0.322], [3.611, 0.069, 0.275], [2.457, 2.142, 0.483], [1.223, 2.776, 0.565], [0.064, 2.148, 0.465], [-1.186, 2.894, 0.633], [-1.311, 4.254, 0.025], [-2.078, 3.107, -0.557], [0.049, 0.771, 0.233], [-1.152, 0.086, 0.114], [-1.181, -1.299, -0.106], [-2.364, -1.975, -0.185], [-2.553, -3.392, 0.146], [-2.985, -4.191, -1.069], [-4.239, -3.578, -1.640], [-4.055, -2.115, -1.940], [-3.599, -1.375, -0.688], [3.637, 3.023, 0.515], [3.571, 4.199, 0.321], [4.848, 2.511, 0.833], [2.186, -1.859, -0.208], [1.194, 3.847, 0.717], [-1.637, 2.720, 1.601], [-0.490, 4.644, -0.562], [-1.844, 5.000, 0.596], [-1.743, 2.733, -1.516], [-3.146, 3.066, -0.394], [-2.075, 0.626, 0.256], [-3.327, -3.436, 0.920], [-1.657, -3.827, 0.570], [-3.192, -5.226, -0.803], [-2.224, -4.171, -1.848], [-5.014, -3.703, -0.982], [-4.513, -4.076, -2.492], [-4.999, -1.710, -2.301], [-3.313, -2.039, -2.733], [-4.369, -1.426, 0.088], [-3.450, -0.332, -0.951], [7.879, 0.949, 0.581], [8.171, 0.885, 2.383], [6.792, 0.107, 3.151], [8.253, 1.910, 2.728], [9.073, 0.307, 2.548]],
  "total_charge": 3,
  "homo_lumo_gap_ev": [3.840, 3.846],
  "spin_multiplicity": 1,
  "energy_ha": -2242.72236,
  "lumo_energy_ev": [-12.821, -12.815]
}


{
  "formula": "C5H8N2",
  "method": "ωB97M-V with the def2-TZVPD basis set",
  "elements": ["C", "N", "C", "C", "C", "C", "N", "H", "H", "H", "H", "H", "H", "H", "H"],
  "coordinates": [[-1.616, -1.088, 0.352], [0.034, -0.597, 0.252], [1.393, -1.013, 0.366], [2.206, 0.039, -0.044], [1.358, 1.121, -0.406], [0.071, 0.675, -0.200], [-1.222, 1.182, -0.383], [-2.562, -0.477, 0.269], [-1.680, -1.800, -0.447], [-1.648, -1.533, 1.320], [1.685, -2.000, 0.702], [3.299, 0.042, -0.087], [1.642, 2.103, -0.768], [-1.591, 1.764, 0.352], [-1.380, 1.592, -1.275]],
  "homo_lumo_gap_ev": 8.546,
  "smiles": "Cn1cccc1N",
  "spin_multiplicity": 1,
  "energy_ha": -304.74139,
  "lumo_energy_ev": 0.851
}


{
  "formula": "C2H6Br2N",
  "method": "ωB97M-V with the def2-TZVPD basis set",
  "elements": ["C", "C", "N", "Br", "Br", "H", "H", "H", "H", "H", "H"],
  "coordinates": [[-1.551, 1.323, 0.430], [1.517, 0.027, -0.239], [0.950, -1.310, -0.188], [-1.938, -0.045, -0.997], [3.235, -0.007, -0.918], [-1.337, 0.867, 1.382], [-0.758, 2.005, 0.113], [-2.445, 1.846, 0.641], [0.973, -1.898, -0.916], [1.426, -1.684, 0.694], [-0.072, -1.125, -0.002]],
  "total_charge": 1,
  "homo_lumo_gap_ev": 7.907,
  "spin_multiplicity": 1,
  "energy_ha": -5282.17276,
  "lumo_energy_ev": -6.465
}


{
  "formula": "C40H39Cl3KN2OS4SbSe",
  "method": "ωB97M-V with the def2-TZVPD basis set",
  "elements": ["K", "S", "C", "S", "S", "Cl", "C", "C", "C", "Cl", "C", "O", "C", "Cl", "C", "H", "H", "S", "Sb", "C", "C", "C", "C", "C", "C", "C", "C", "C", "C", "C", "C", "C", "C", "C", "C", "C", "C", "H", "H", "H", "H", "H", "H", "H", "H", "H", "H", "H", "H", "H", "H", "H", "C", "C", "C", "C", "N", "C", "Se", "N", "C", "C", "C", "C", "C", "C", "C", "C", "C", "C", "H", "H", "H", "H", "H", "H", "H", "H", "H", "H", "H", "H", "H", "H", "H", "H", "H", "H", "H", "H", "H", "H"],
  "coordinates": [[-1.494, -1.902, 1.292], [0.619, -2.208, -3.575], [-0.184, -2.312, -2.092], [-1.437, -3.411, -1.838], [0.261, -1.209, -0.819], [-1.819, 2.472, 7.587], [-1.481, 1.326, 6.313], [-1.875, 1.610, 5.014], [-1.589, 0.700, 4.019], [-2.100, 1.006, 2.401], [-0.897, -0.532, 4.221], [-0.638, -1.329, 3.277], [-0.554, -0.749, 5.589], [0.243, -2.238, 5.985], [-0.830, 0.141, 6.609], [-2.406, 2.522, 4.782], [-0.542, -0.102, 7.622], [0.304, -4.214, 2.346], [1.790, -2.681, 1.592], [2.660, -3.407, -0.230], [3.198, -2.621, -1.236], [3.692, -3.214, -2.389], [3.669, -4.592, -2.532], [3.152, -5.381, -1.516], [2.637, -4.789, -0.373], [2.068, -0.563, 1.973], [2.239, 0.366, 0.956], [2.247, 1.724, 1.250], [2.083, 2.157, 2.556], [1.985, 1.228, 3.581], [1.991, -0.128, 3.290], [3.521, -3.250, 2.786], [4.675, -3.762, 2.199], [5.774, -4.122, 2.969], [5.743, -3.961, 4.346], [4.585, -3.491, 4.948], [3.483, -3.153, 4.175], [3.200, -1.544, -1.160], [4.071, -2.589, -3.187], [4.030, -5.048, -3.447], [3.136, -6.459, -1.620], [2.194, -5.396, 0.410], [2.317, 0.051, -0.074], [2.367, 2.442, 0.447], [2.032, 3.217, 2.777], [1.887, 1.558, 4.608], [1.911, -0.844, 4.096], [4.715, -3.899, 1.125], [6.658, -4.533, 2.494], [6.612, -4.210, 4.945], [4.539, -3.395, 6.027], [2.572, -2.833, 4.665], [-6.005, 0.294, -3.916], [-4.855, 1.082, -4.534], [-3.685, 0.191, -4.957], [-2.833, -0.306, -3.787], [-2.100, 0.777, -3.157], [-2.339, 1.310, -1.935], [-3.777, 0.984, -0.860], [-1.404, 2.271, -1.703], [-1.241, 3.022, -0.480], [-1.575, 4.504, -0.665], [-3.071, 4.775, -0.821], [-3.842, 4.610, 0.484], [-0.545, 2.340, -2.783], [0.545, 3.157, -3.049], [1.174, 2.998, -4.273], [0.742, 2.043, -5.190], [-0.337, 1.216, -4.919], [-0.986, 1.392, -3.707], [-6.826, 0.963, -3.655], [-5.681, -0.201, -3.002], [-6.375, -0.461, -4.614], [-4.502, 1.818, -3.807], [-5.227, 1.639, -5.401], [-3.040, 0.744, -5.645], [-4.063, -0.684, -5.492], [-2.106, -1.041, -4.136], [-3.443, -0.783, -3.023], [-0.209, 2.906, -0.140], [-1.892, 2.578, 0.267], [-1.050, 4.872, -1.551], [-1.192, 5.049, 0.203], [-3.485, 4.090, -1.566], [-3.207, 5.795, -1.197], [-3.803, 3.576, 0.825], [-4.891, 4.874, 0.342], [-3.423, 5.252, 1.263], [0.896, 3.888, -2.332], [2.016, 3.632, -4.523], [1.277, 1.921, -6.122], [-0.656, 0.467, -5.626]],
  "total_charge": -2,
  "homo_lumo_gap_ev": 4.887,
  "spin_multiplicity": 1,
  "energy_ha": -7947.48605,
  "lumo_energy_ev": 3.888
}


{
  "formula": "C5H13NO",
  "method": "ωB97M-V with the def2-TZVPD basis set",
  "elements": ["C", "C", "C", "C", "C", "N", "H", "H", "H", "H", "H", "H", "H", "H", "H", "H", "H", "H", "H", "O"],
  "coordinates": [[1.353, -2.138, -0.307], [0.885, -1.371, 0.934], [1.057, 0.160, 0.776], [0.155, 0.787, -0.208], [-0.191, 2.038, -0.092], [-1.338, 2.562, -0.766], [0.931, -3.160, -0.484], [2.452, -2.315, -0.383], [0.954, -1.432, -1.100], [-0.182, -1.661, 1.100], [1.406, -1.496, 1.938], [0.726, 0.671, 1.783], [2.075, 0.354, 0.566], [-0.303, 0.075, -0.940], [0.248, 2.578, 0.826], [-1.512, 2.130, -1.613], [-1.402, 3.598, -0.876], [-2.726, 0.229, -0.564], [-1.884, -0.896, -0.028], [-2.705, -0.714, -0.562]],
  "homo_lumo_gap_ev": 9.402,
  "smiles": "CCC/C=C/N.O",
  "spin_multiplicity": 1,
  "energy_ha": -328.24198,
  "lumo_energy_ev": 1.012
}


{
  "formula": "C7H8F4N2",
  "method": "ωB97M-V with the def2-TZVPD basis set",
  "elements": ["C", "C", "C", "C", "C", "C", "C", "N", "N", "F", "F", "F", "F", "H", "H", "H", "H", "H", "H", "H", "H"],
  "coordinates": [[-0.529, -1.623, -0.361], [-1.504, -0.818, -0.665], [0.696, -1.156, 0.217], [0.780, 0.382, 0.120], [-0.519, 0.995, 0.513], [-1.633, 0.690, -0.536], [-3.044, 0.945, -0.053], [-3.340, -1.457, -0.649], [-3.829, -0.247, -0.475], [-3.763, 1.983, -0.543], [-3.014, 1.133, 1.360], [-3.255, -2.158, 0.709], [-5.234, -0.107, -0.114], [-0.697, -2.636, -0.455], [0.699, -1.546, 1.245], [1.601, -1.635, -0.240], [1.611, 0.931, 0.714], [1.054, 0.668, -0.871], [-0.721, 0.587, 1.396], [-0.397, 2.077, 0.572], [-1.462, 1.249, -1.584]],
  "homo_lumo_gap_ev": 9.957,
  "spin_multiplicity": 1,
  "energy_ha": -780.24661,
  "lumo_energy_ev": -0.087
}


{
  "formula": "C3H4N2O2",
  "method": "ωB97M-V with the def2-TZVPD basis set",
  "elements": ["C", "C", "C", "H", "H", "H", "H", "N", "N", "O", "O"],
  "coordinates": [[2.177, -0.399, 0.441], [-1.189, -0.516, -0.577], [-1.825, 0.746, -0.156], [2.351, -1.425, 0.061], [0.524, 0.908, 0.545], [-1.792, -1.249, -1.119], [-2.900, 0.837, -0.420], [0.866, -0.003, 0.228], [0.047, -0.846, -0.403], [3.007, 0.299, 0.969], [-1.266, 1.650, 0.430]],
  "homo_lumo_gap_ev": 9.252,
  "smiles": "O=C/C=N\\NC=O",
  "spin_multiplicity": 1,
  "energy_ha": -376.66564,
  "lumo_energy_ev": -0.803
}